# C35H83BN10O12S

A cluster of 10 separate species, C35H83BN10O12S in total in a non-equilibrium geometry (ωB97M-V with the def2-TZVPD basis set, OMol25).

The geometry in XYZ format:
```
142
C35H83BN10O12S, DFT ωB97M-V with the def2-TZVPD basis set
C 3.5026 -0.2264 1.7783
C 3.8721 -0.3837 0.2101
C 5.4367 -0.9556 0.0848
C 3.6693 0.8831 -0.7713
C 3.4979 2.3542 -0.0990
N 3.6979 3.4974 -1.1142
C 5.1857 3.7811 -1.2233
C 5.5463 5.4097 -1.2278
O 5.3243 6.0240 0.0899
C 5.1040 7.4858 -0.0120
S 5.4084 8.1761 1.7427
B 7.1584 5.4850 -1.6864
O 7.9999 4.2943 -1.4482
O 7.7495 6.7022 -2.2914
H 4.3636 -0.7820 2.3942
H 2.5252 -0.8670 2.0038
H 3.4495 0.8524 2.2165
H 3.2016 -1.2739 -0.2197
H 5.6054 -1.8381 0.8464
H 6.2392 -0.1048 0.1482
H 5.5161 -1.4536 -0.9966
H 4.6257 0.9417 -1.4833
H 2.7658 0.6385 -1.5116
H 2.3674 2.4364 0.2742
H 4.1506 2.5420 0.8722
H 3.4560 3.0340 -2.0362
H 5.8118 3.2890 -0.3422
H 5.6068 3.3113 -2.2142
H 4.8814 5.9077 -2.0793
H 5.8713 8.0411 -0.7055
H 4.0140 7.7858 -0.3274
H 5.6357 7.0307 2.5533
H 8.5943 4.4618 -0.6576
H 7.8605 7.3997 -1.5740
C 1.8162 -5.8494 -2.7612
N 1.7913 -4.4086 -2.6796
C 1.9796 -3.6186 -1.5840
C 2.2520 -4.2858 -0.2650
O 1.9234 -2.3960 -1.6973
H 2.5942 -6.1346 -3.4736
H 0.8464 -6.1839 -3.1377
H 2.0149 -6.3181 -1.7966
H 1.6135 -3.8822 -3.5272
H 2.3793 -3.5229 0.5089
H 1.4090 -4.9232 0.0148
H 3.1719 -4.8734 -0.3241
C -2.8222 -8.1244 -1.2741
N -1.4057 -7.8494 -1.3042
C -0.6490 -7.1982 -0.3751
C -1.3308 -6.6793 0.8598
O 0.5565 -7.0519 -0.5650
H -2.9580 -9.2072 -1.3293
H -3.2756 -7.6616 -2.1541
H -3.3020 -7.7418 -0.3723
H -0.8714 -8.1669 -2.1048
H -0.5946 -6.1858 1.5014
H -2.0959 -5.9476 0.5872
H -1.7756 -7.5066 1.4190
C -0.8821 5.8835 1.4381
N 0.2000 4.9610 1.6854
C 0.1817 3.5985 1.6286
C -1.1092 2.9196 1.2656
O 1.2062 2.9646 1.8719
H -0.5834 6.5442 0.6206
H -1.0329 6.4785 2.3422
H -1.8112 5.3755 1.1761
H 1.1061 5.3393 1.9364
H -0.9615 1.8355 1.2627
H -1.8804 3.1604 2.0022
H -1.4270 3.2267 0.2657
C 7.9051 4.1421 -4.4474
N 7.5638 3.0354 -5.3086
C 7.9654 2.8047 -6.5914
C 8.8834 3.8031 -7.2391
O 7.5736 1.8002 -7.1813
H 8.3882 3.7392 -3.5539
H 6.9784 4.6437 -4.1577
H 8.5714 4.8571 -4.9317
H 6.9476 2.3168 -4.9465
H 9.1121 3.4787 -8.2587
H 8.3988 4.7818 -7.2894
H 9.8207 3.8694 -6.6803
C -0.0035 10.9534 3.2144
N -0.3447 9.8466 2.3532
C 0.0568 9.6160 1.0704
C 0.9749 10.6144 0.4227
O -0.3350 8.6115 0.4805
H 0.4796 10.5505 4.1079
H -0.9301 11.4550 3.5041
H 0.6628 11.6684 2.7301
H -0.9609 9.1281 2.7153
H 1.2035 10.2899 -0.5969
H 0.4902 11.5930 0.3724
H 1.9121 10.6806 0.9815
C -4.2052 -13.7104 -2.0440
N -3.6597 -12.4233 -2.4031
C -4.3269 -11.2973 -2.7865
C -5.8271 -11.3509 -2.8611
O -3.6961 -10.2782 -3.0587
H -3.8896 -13.9388 -1.0231
H -3.7864 -14.4569 -2.7234
H -5.2941 -13.7328 -2.1032
H -2.6536 -12.3039 -2.3784
H -6.2102 -10.3772 -3.1809
H -6.1404 -12.1013 -3.5918
H -6.2443 -11.5788 -1.8767
C -4.6224 7.2700 5.8175
N -3.2830 7.1423 5.2952
C -2.7603 7.6889 4.1603
C -3.6540 8.5442 3.3067
O -1.5869 7.4734 3.8646
H -4.5557 7.7081 6.8163
H -5.0526 6.2684 5.8942
H -5.2579 7.8932 5.1871
H -2.6167 6.5807 5.8129
H -3.0920 8.9054 2.4401
H -4.5033 7.9575 2.9465
H -4.0021 9.4097 3.8767
C -7.3704 -7.1414 1.5924
N -7.7117 -8.2482 0.7311
C -7.3101 -8.4788 -0.5517
C -6.3921 -7.4804 -1.1994
O -7.7019 -9.4834 -1.1416
H -6.8873 -7.5443 2.4858
H -8.2971 -6.6398 1.8820
H -6.7041 -6.4264 1.1080
H -8.3278 -8.9668 1.0933
H -6.1634 -7.8049 -2.2190
H -6.8767 -6.5018 -1.2497
H -5.4548 -7.4142 -0.6406
C -7.0344 -2.1214 4.6930
N -7.3756 -3.2282 3.8317
C -6.9740 -3.4588 2.5489
C -6.0560 -2.4604 1.9012
O -7.3659 -4.4634 1.9590
H -6.5513 -2.5243 5.5864
H -7.9610 -1.6198 4.9826
H -6.3680 -1.4064 4.2086
H -7.9918 -3.9468 4.1939
H -5.8273 -2.7849 0.8816
H -6.5406 -1.4818 1.8509
H -5.1188 -2.3942 2.4600
```

For the HOMO-LUMO gap, the calculation gives 8.41 eV. The value obtained for the electronic energy is -88623.69177 eV. The SMILES is CC(C)CCNC[C@@H](OCS)B(O)O.CNC(C)=O.CNC(C)=O.CNC(C)=O.CNC(C)=O.CNC(C)=O.CNC(C)=O.CNC(C)=O.CNC(C)=O.CNC(C)=O. Its HOMO energy is -8.061 eV.

# C42H64BBaN4O3P2S

A structure of composition C42H64BBaN4O3P2S in a non-equilibrium geometry (ωB97M-V with the def2-TZVPD basis set, OMol25).

The geometry in XYZ format:
```
118
C42H64BBaN4O3P2S, DFT ωB97M-V with the def2-TZVPD basis set
Ba -0.6814 0.4075 -1.7765
C 0.5298 5.5560 -0.6708
C 1.4765 4.5042 -1.2571
C 0.8532 4.0175 -2.5760
C 2.8437 5.1236 -1.5481
P 1.4239 2.9815 -0.1346
C 2.9277 2.0800 -0.7957
N 2.8644 0.6566 -0.5488
B 1.7471 -0.2425 -0.8546
N 2.2860 -1.5325 -0.4165
C 1.6560 -2.8389 -0.5452
P 0.0053 -3.0234 0.3352
C -0.7291 -4.4246 -0.7147
C 0.2057 -5.5538 -1.1555
C -1.2528 -3.6966 -1.9640
C -1.9423 -5.0038 0.0185
C 0.5213 -3.7405 2.0191
C -0.7242 -3.7085 2.9151
C 1.1330 -5.1380 2.0271
C 1.5290 -2.7441 2.6064
C 3.5874 -1.4033 0.0384
C 4.5282 -2.3425 0.4396
C 5.8075 -1.9167 0.7921
C 6.1506 -0.5745 0.7382
C 5.2245 0.3774 0.3154
C 3.9486 -0.0362 -0.0399
C 2.0172 3.4644 1.6065
C 3.1607 4.4675 1.7212
C 2.4595 2.1458 2.2571
C 0.7809 3.9836 2.3607
H 0.3449 6.3460 -1.4053
H 0.9439 6.0200 0.2254
H -0.4270 5.0941 -0.4145
H 0.7624 4.8544 -3.2744
H -0.1469 3.6146 -2.3965
H 1.4545 3.2432 -3.0589
H 2.7245 5.9156 -2.2955
H 3.5423 4.3910 -1.9548
H 3.2906 5.5703 -0.6621
H 3.8372 2.5016 -0.3647
H 2.9502 2.2674 -1.8737
H 2.3482 -3.6143 -0.2142
H 1.4333 -3.0153 -1.6007
H 1.1331 -5.1681 -1.5805
H -0.2890 -6.1396 -1.9381
H 0.4502 -6.2350 -0.3420
H -0.4489 -3.2442 -2.5487
H -1.9674 -2.9179 -1.6765
H -1.7716 -4.4080 -2.6140
H -1.6443 -5.6372 0.8564
H -2.5332 -5.6172 -0.6697
H -2.5840 -4.2009 0.3893
H -1.5088 -4.3757 2.5571
H -1.1362 -2.6990 2.9556
H -0.4586 -4.0145 3.9330
H 0.3878 -5.9048 1.8120
H 1.5481 -5.3488 3.0192
H 1.9449 -5.2288 1.3021
H 1.1995 -1.7142 2.4401
H 2.5189 -2.8572 2.1693
H 1.6208 -2.9071 3.6851
H 4.2972 -3.4003 0.4703
H 6.5448 -2.6476 1.1020
H 7.1519 -0.2621 1.0093
H 5.5204 1.4182 0.2580
H 4.0315 4.1563 1.1396
H 3.4726 4.5383 2.7687
H 2.8596 5.4649 1.3997
H 3.3860 1.7644 1.8271
H 1.6981 1.3727 2.1430
H 2.6253 2.3003 3.3278
H 0.5907 5.0349 2.1426
H 0.9211 3.8835 3.4413
H -0.1095 3.4125 2.0846
N -0.9726 0.2599 1.4612
C -1.7632 0.3356 2.5835
C -1.1961 0.5818 3.8384
C -1.9766 0.6279 4.9798
C -3.3475 0.4423 4.8839
C -3.9075 0.1494 3.6482
C -3.1429 0.0578 2.4863
C -3.7762 -0.4711 1.2377
C -4.5644 -1.6167 1.4268
C -5.2639 -2.2050 0.3863
C -5.1874 -1.6462 -0.8783
C -4.3980 -0.5196 -1.0648
C -3.6629 0.1010 -0.0502
H -0.0610 0.6862 1.5373
H -1.4447 0.5748 0.6252
H -0.1229 0.7304 3.9069
H -1.5141 0.8198 5.9405
H -3.9747 0.5123 5.7641
H -4.9752 -0.0237 3.5798
H -4.6191 -2.0622 2.4145
H -5.8651 -3.0887 0.5676
H -5.7455 -2.0715 -1.7056
H -4.3793 -0.0650 -2.0566
C -3.1587 3.6963 -2.0042
S -3.1825 2.0415 -1.0443
C -4.0771 2.8402 0.3282
O -1.7179 2.0599 -0.6496
H -4.1953 3.9389 -2.2516
H -2.6134 3.4923 -2.9275
H -2.6955 4.5239 -1.4627
H -5.1369 2.8511 0.0694
H -3.7018 3.8537 0.4488
H -3.9195 2.2567 1.2295
O -1.7142 1.3752 -4.2685
C -1.2006 0.3286 -4.6682
C -0.8968 0.0271 -6.1432
C -0.2054 -1.3323 -6.0839
C -0.1545 -1.6365 -4.5764
O 0.3966 -2.6122 -4.0974
N -0.7843 -0.6631 -3.8671
H -0.2575 0.8199 -6.5328
H -1.8245 0.0297 -6.7147
H 0.8101 -1.3246 -6.4780
H -0.7568 -2.1275 -6.5849
```

The net charge is -1. For the HOMO-LUMO gap, the calculation gives 5.68 eV. The value obtained for the electronic energy is -87481.09786 eV. Its HOMO energy is -3.551 eV.

# C4H9NOS

The molecule C4H9NOS in a non-equilibrium geometry (ωB97M-V with the def2-TZVPD basis set, OMol25).

The geometry in XYZ format:
```
16
C4H9NOS, DFT ωB97M-V with the def2-TZVPD basis set
O 0.4627 -2.7364 2.2693
C -0.0242 -1.6477 2.0544
N -0.5202 -1.2716 0.8459
C -0.7656 0.1181 0.5876
C 0.3619 0.9492 -0.0146
C 0.2638 1.2310 -1.5385
S 0.5808 -0.4333 -2.2011
H -0.0685 -0.8851 2.8491
H -0.3174 -1.9439 0.1197
H -1.0770 0.6592 1.4915
H -1.7065 0.2947 0.0486
H 1.3118 0.4909 0.3184
H 0.3124 1.9806 0.3733
H 1.1495 1.7922 -1.8303
H -0.6995 1.6336 -1.8708
H 0.7360 -0.2317 -3.5025
```

For the HOMO-LUMO gap, the calculation gives 10.05 eV. The value obtained for the electronic energy is -18666.46255 eV. The SMILES is O=CNCCCS. Its HOMO energy is -9.377 eV.